# 1
Molecular formula: C6H10N2
Method: DFT, ωB97M-V/def2-TZVPD

Results
- HOMO level (alpha / beta): -4.498 / -9.114 eV
- <S²>: 2.02
- Frontier orbital gap (alpha / beta): 5.4 / 7.0 eV
- Max |F|: 4.90 eV/Å
- Multiplicity: 3
- Energy: -343.78754 a.u.

XYZ file:
```
18
Properties=species:S:1:pos:R:3:nbo_charge:R:1
C -2.850 1.356 -0.257 -0.4021
C -2.006 0.568 0.035 -0.1490
C 1.184 0.213 -0.090 0.3238
C 2.578 -0.347 -0.253 -0.6618
C 1.068 1.653 0.225 -0.7214
C -1.741 -1.910 0.174 -0.4632
N 0.256 -0.692 -0.134 -0.2852
N -1.032 -0.779 -0.259 0.0120
H -3.690 1.947 -0.426 0.2173
H 3.029 0.224 -1.075 0.2239
H 3.281 -0.238 0.580 0.2294
H 2.624 -1.461 -0.433 0.2353
H -0.010 1.936 0.518 0.2664
H 1.582 2.033 1.044 0.2381
H 1.383 2.279 -0.594 0.2291
H -2.719 -1.982 -0.404 0.2427
H -1.035 -2.756 0.007 0.2208
H -1.903 -2.044 1.341 0.2439
```

=====

# 2
Molecular formula: C6H10N2O
Method: DFT, ωB97M-V/def2-TZVPD

Results
- HOMO level: -8.410 eV
- Frontier orbital gap: 6.6 eV
- Max |F|: 5.96 eV/Å
- Energy: -418.78199 a.u.

XYZ file:
```
19
Properties=species:S:1:pos:R:3:nbo_charge:R:1
C 3.079 -0.523 0.672 -0.5460
C 1.992 0.185 -0.375 -0.3174
C 0.655 -0.360 -1.017 -0.2321
C -0.465 -1.291 -0.303 -0.4932
C -1.651 -0.429 0.101 0.6194
C 0.710 0.641 0.280 -0.1226
H 2.918 0.490 2.221 0.2303
H 2.547 -2.517 0.576 0.1516
H 4.453 -0.429 -0.274 0.2562
H 2.705 0.996 -0.881 0.2514
H 0.507 0.514 -1.776 0.2799
H -0.174 -1.846 0.652 0.2717
H -0.753 -2.081 -1.169 0.2573
H -2.608 1.455 0.034 0.4445
H -0.375 2.676 0.252 0.3664
H 0.737 0.290 1.219 0.1936
N -1.639 0.946 0.160 -0.4941
N -0.258 1.585 -0.156 -0.4830
O -2.823 -0.825 0.370 -0.6338
```

=====

# 3
Molecular formula: C6H10N2O
Method: DFT, ωB97M-V/def2-TZVPD

Results
- HOMO level: -8.681 eV
- Frontier orbital gap: 9.5 eV
- Max |F|: 6.06 eV/Å
- Energy: -419.12910 a.u.

XYZ file:
```
19
Properties=species:S:1:pos:R:3:nbo_charge:R:1
C 1.069 0.052 -0.492 -0.0605
C 0.633 1.649 -0.202 -0.2509
C -0.672 1.925 0.092 0.0646
C -1.339 -0.099 -0.537 0.1012
C -1.278 -1.573 -0.625 -0.3645
C -0.088 -0.801 -0.074 -0.0189
H 2.123 -0.823 1.098 0.3529
H 2.625 -1.044 -0.391 0.3461
H 1.270 0.181 -1.613 0.2117
H 1.442 2.304 -0.378 0.2283
H -0.995 2.958 0.280 0.2042
H -1.185 0.406 -1.565 0.1849
H -1.718 -2.307 0.068 0.2443
H -1.268 -1.982 -1.552 0.2144
H -0.845 0.444 1.923 0.4092
H 0.038 -1.308 2.140 0.3847
N 2.323 -0.209 0.146 -0.8102
N -0.391 -0.726 1.369 -0.9431
O -1.743 0.955 0.312 -0.4984
```

=====

# 4
Molecular formula: C6H10N2O2S
Method: DFT, ωB97M-V/def2-TZVPD

Results
- HOMO level: -7.836 eV
- Frontier orbital gap: 8.3 eV
- Max |F|: 3.99 eV/Å
- Energy: -892.68610 a.u.
- Structure (SMILES): CN(C)S[C@@H]1C=C(O)N=C1O

XYZ file:
```
21
Properties=species:S:1:pos:R:3:nbo_charge:R:1
C -1.683 0.419 -1.133 -0.3880
C -0.918 -0.791 -1.308 -0.4211
C -2.750 0.300 -0.294 0.4660
C -1.705 -1.703 -0.346 0.5492
C 1.799 -0.291 0.850 -0.4205
C 1.619 1.993 -0.371 -0.4043
N -2.814 -1.169 0.159 -0.5640
N 1.584 0.500 -0.408 -0.6161
O -3.594 1.214 0.191 -0.6647
O -1.430 -3.000 -0.356 -0.6371
S 1.093 -0.425 -1.696 0.4048
H -1.299 1.328 -1.510 0.2165
H -1.081 -1.018 -2.331 0.2530
H 0.892 -0.928 0.980 0.1951
H 2.638 -1.007 0.632 0.2191
H 1.751 0.488 1.633 0.2053
H 0.506 2.327 -0.387 0.1909
H 1.992 2.136 0.629 0.2043
H 2.133 2.446 -1.253 0.2155
H -4.339 0.884 0.655 0.4997
H -2.156 -3.374 0.240 0.4962
```

=====

Repeat the first record exactly.
Molecular formula: C6H10N2
Method: DFT, ωB97M-V/def2-TZVPD

Results
- HOMO level (alpha / beta): -4.498 / -9.114 eV
- <S²>: 2.02
- Frontier orbital gap (alpha / beta): 5.4 / 7.0 eV
- Max |F|: 4.90 eV/Å
- Multiplicity: 3
- Energy: -343.78754 a.u.

XYZ file:
```
18
Properties=species:S:1:pos:R:3:nbo_charge:R:1
C -2.850 1.356 -0.257 -0.4021
C -2.006 0.568 0.035 -0.1490
C 1.184 0.213 -0.090 0.3238
C 2.578 -0.347 -0.253 -0.6618
C 1.068 1.653 0.225 -0.7214
C -1.741 -1.910 0.174 -0.4632
N 0.256 -0.692 -0.134 -0.2852
N -1.032 -0.779 -0.259 0.0120
H -3.690 1.947 -0.426 0.2173
H 3.029 0.224 -1.075 0.2239
H 3.281 -0.238 0.580 0.2294
H 2.624 -1.461 -0.433 0.2353
H -0.010 1.936 0.518 0.2664
H 1.582 2.033 1.044 0.2381
H 1.383 2.279 -0.594 0.2291
H -2.719 -1.982 -0.404 0.2427
H -1.035 -2.756 0.007 0.2208
H -1.903 -2.044 1.341 0.2439
```

=====

> Look up the energy of the fourth one.

-892.68610 a.u.

=====

> Look up the energy of the fourth one.

-892.68610 a.u.